A structure of composition C10H10Cl2I2IrO6SSc, computed with ωB97M-V/def2-TZVPD.

```
33
Properties=species:S:1:pos:R:3:forces:R:3
I 3.3101 -1.8599 0.5448 0.24 0.72 0.43
I 3.8291 0.4659 1.7118 0.15 -0.68 -0.39
Ir -0.7917 1.2363 -0.0359 2.28 -1.02 0.31
Sc 0.2847 -0.6001 1.4306 -0.47 -1.42 0.55
S 0.9685 1.0010 -1.4945 1.15 0.32 1.02
C -1.5411 -1.0195 -0.0151 -3.63 -3.70 -1.77
C -1.8538 -1.4828 2.7523 -5.27 -1.71 -0.30
C 0.4293 0.3203 -3.0952 -0.52 -0.56 -1.06
C 0.9886 1.1940 -4.2079 0.65 0.72 0.31
C -1.0634 0.3425 -3.1693 -0.53 -0.07 0.07
C 0.9591 -1.1073 -3.2058 0.61 -0.43 0.44
C -0.5854 1.8741 1.7774 -0.51 2.98 3.22
C -2.3568 2.0695 -0.6937 -7.22 4.23 -2.54
O -2.9427 -1.8546 2.9014 4.72 1.52 -0.64
O -2.4209 -1.5993 -0.5281 3.81 3.07 2.12
O -0.5979 2.4101 2.8198 0.26 -2.33 -3.85
O -3.2966 2.6102 -1.1258 4.41 -2.59 1.98
H 0.6093 0.8727 -5.1739 -0.21 -0.26 -0.03
H 2.0724 1.1805 -4.2672 0.18 -0.11 0.06
H 0.6876 2.2276 -4.0675 -0.12 0.20 -0.10
H -1.3994 -0.0974 -4.0955 -0.11 -0.12 -0.40
H -1.4493 1.3397 -3.1222 -0.21 0.76 -0.24
H -1.5349 -0.2147 -2.3802 -0.21 -0.52 0.35
H 0.6176 -1.5298 -4.1589 0.03 0.15 0.12
H 0.6205 -1.7796 -2.4098 -0.31 0.08 -0.01
H 2.0510 -1.1507 -3.1939 -0.01 0.14 -0.20
Cl 1.9726 -2.0370 5.8741 -0.68 0.59 -0.32
C 0.8989 -0.6369 5.7737 1.18 0.19 1.94
Cl 1.7213 0.9214 5.6171 -0.35 -0.46 -0.08
C 0.0278 -0.7810 4.5092 -1.21 -0.67 -1.76
O -1.2108 -0.8938 4.6554 3.06 0.52 0.36
O 0.7026 -0.8117 3.3972 -0.97 0.48 0.51
H 0.2935 -0.6098 6.6755 -0.18 -0.02 -0.08
```
Positions in Å, forces in eV/Å.

LUMO (spin up / spin down) ... -0.604 / -0.676 hartree
HOMO level (spin up / spin down) ... -22.02 / -22.30 eV
Net charge ... +4
Multiplicity ... 5
Gap between HOMO and LUMO (spin up / spin down) ... 5.58 / 3.92 eV
<S²> ... 6.039